DFT (the ωB97M-V functional and the def2-TZVPD basis) results for C26H39MnN6O7P4S as an isolated structure.

```
84
Properties=species:S:1:pos:R:3:forces:R:3:mulliken_charge:R:1
Mn 0.0259 0.0123 -1.1706 -0.603 -1.901 0.125 0.442
S 1.8683 -0.1346 -2.8041 -0.087 0.346 0.347 -0.604
P -2.1076 1.7958 -3.1623 -0.568 -0.279 -0.373 -0.082
P -0.5136 1.5002 0.6014 0.832 0.671 -0.168 0.914
P 1.5774 -0.9155 0.3060 0.076 -0.122 -0.017 1.783
P 0.1552 3.2291 -4.3003 0.291 -0.185 0.302 0.241
O -1.4089 3.1631 -3.5773 0.143 0.284 0.189 -0.225
O -0.0148 2.2845 -5.4870 0.146 0.048 -0.034 -0.807
O -2.1994 1.0285 -4.5679 -0.469 -0.203 0.225 -0.497
O 2.0237 2.3129 -0.8867 -0.111 0.347 -0.598 -0.352
O -0.0118 4.7819 -4.8611 -0.153 -0.096 -0.240 -0.475
O -3.4405 2.0297 -2.5548 0.201 -0.063 -0.016 -0.853
O -1.1312 1.0050 -2.3053 -0.078 0.502 0.045 0.739
N -0.6470 -1.5896 -2.6075 0.457 0.358 -0.267 1.645
N -0.2506 1.1508 3.3192 -0.099 0.171 0.146 -0.183
N -0.1830 -1.5998 -3.8782 0.539 0.245 0.251 -1.717
N -1.6725 -1.4142 -0.1543 0.223 0.493 0.179 1.042
N 1.6189 -0.9183 3.0947 0.119 -0.267 0.069 -0.211
N 1.3681 -0.7962 -5.3097 0.189 -0.042 0.147 -0.483
C 0.9353 -0.9046 -4.0173 -0.482 -0.050 -0.478 0.574
C 1.9363 -2.7748 0.3818 -0.122 0.203 0.230 1.797
C -3.4863 -2.8254 -0.7771 -0.221 -0.165 0.146 -1.152
C -3.2089 -2.2165 1.5078 0.120 0.090 0.131 -1.266
C 0.3822 0.4135 6.8245 0.209 -0.220 0.174 -0.553
C 1.3245 -0.6462 6.7088 -0.195 0.205 0.227 -0.500
C 0.6862 -3.5179 0.8641 0.031 0.068 0.103 -1.748
C 1.7107 3.1686 0.1823 0.042 -0.075 -0.075 -1.501
C 2.2324 -3.2094 -1.0582 0.008 -0.092 -0.027 -1.740
C -1.8345 -2.0499 -2.4740 -0.516 -0.145 0.461 0.557
C -0.1365 0.9988 5.7122 -0.109 0.087 -0.215 -0.386
C 1.2049 -0.4791 4.3119 0.070 -0.060 0.189 0.050
C 0.2669 0.5570 4.4264 -0.052 0.037 0.167 0.214
C 3.2627 -0.2165 0.1996 0.025 0.095 0.216 -1.461
C 1.1119 -0.3591 2.0349 -0.128 0.230 -0.333 -0.261
C -2.3512 -2.0804 -1.0942 0.026 -0.049 -0.494 0.658
C 0.2282 3.2505 0.5720 0.050 -0.422 0.150 2.144
C 0.1582 0.7309 2.1563 0.125 -0.068 -0.336 -0.416
C -3.9214 -2.8890 0.5319 -0.121 -0.149 -0.223 -0.772
C -2.0952 -1.5027 1.1097 0.092 -0.008 -0.109 -0.511
C -0.5368 4.0193 -0.5011 -0.124 0.224 0.127 -1.928
C -2.2505 1.8710 0.9979 0.091 -0.092 0.010 -1.541
C 3.1280 -3.1556 1.2710 0.079 0.028 -0.206 -1.836
C 1.7251 -1.0822 5.4850 0.056 -0.045 -0.226 -0.584
C -2.6860 -2.4958 -3.6236 0.001 -0.054 0.030 -2.045
C 0.1671 4.0032 1.9008 -0.161 0.120 -0.060 -2.088
H 3.0223 -2.7927 2.2889 -0.065 0.017 0.069 0.177
H -4.7999 -3.4691 0.7890 0.012 0.022 -0.020 0.382
H 0.0136 4.9346 -0.7412 -0.045 0.008 0.023 0.472
H 3.7782 -0.6892 -0.6359 0.001 -0.013 0.005 0.477
H -2.3109 2.4674 1.9065 -0.034 0.043 0.003 0.398
H -3.7459 -2.3777 -3.3933 0.075 0.003 -0.029 0.524
H -2.4397 -1.8811 -4.4856 -0.012 0.044 0.005 0.431
H 0.8954 -4.5933 0.8756 -0.010 0.058 0.011 0.658
H 1.4424 -2.9121 -1.7469 -0.041 -0.014 0.014 0.073
H -0.8550 1.8082 5.7728 0.032 -0.046 -0.038 0.466
H 0.6521 -1.0188 -5.9850 -0.029 0.042 0.013 0.280
H 3.1676 -2.7902 -1.4344 -0.045 0.003 0.026 0.323
H -1.5056 -0.9821 1.8526 -0.018 0.039 -0.010 0.507
H 1.7373 2.6589 -1.7638 -0.042 -0.118 0.518 0.123
H -1.4137 1.2840 -5.1045 0.215 0.188 -0.089 0.399
H -0.6807 4.7763 -5.5651 0.047 0.030 0.083 0.274
H 2.3167 -4.3037 -1.0740 0.030 0.085 -0.002 0.501
H 3.1890 0.8497 -0.0224 0.008 -0.198 0.016 0.216
H 2.0479 4.1908 -0.0285 0.019 0.058 0.085 0.578
H -2.4943 -3.5400 -3.8935 -0.002 0.043 0.022 0.281
H 0.0777 0.7586 7.8058 0.034 -0.054 -0.028 0.389
H -0.6589 3.4653 -1.4226 0.018 -0.117 -0.192 0.373
H -4.0067 -3.3622 -1.5581 0.015 0.038 0.061 0.464
H 4.0689 -2.7742 0.8612 -0.112 -0.027 0.049 0.325
H 0.6090 3.4577 2.7321 0.067 -0.064 -0.010 0.360
H 2.2867 2.8034 1.0429 0.011 -0.021 -0.050 0.316
H 3.1994 -4.2504 1.2939 0.026 0.091 -0.009 0.538
H -2.8220 0.9566 1.1285 -0.013 -0.060 -0.019 0.464
H 0.3950 -3.2196 1.8771 0.037 -0.025 -0.070 0.258
H -1.5314 4.3071 -0.1517 0.062 -0.009 -0.058 0.383
H -0.1550 -3.3456 0.1962 -0.024 -0.007 -0.033 0.194
H -2.6680 2.4002 0.1405 -0.042 -0.050 -0.056 0.396
H 1.8520 0.0689 -5.4942 -0.016 0.040 -0.053 0.330
H -0.8621 4.2514 2.1702 0.062 -0.020 -0.001 0.356
H 3.8095 -0.3821 1.1292 0.030 -0.047 -0.044 0.409
H 2.4392 -1.8882 5.3725 0.000 0.020 -0.035 0.465
H -3.5000 -2.2372 2.5505 0.033 0.001 -0.055 0.535
H 1.7256 -1.1097 7.6025 -0.039 0.051 -0.012 0.391
H 0.7143 4.9473 1.7848 -0.083 -0.035 0.020 0.493
```
Forces are in eV/Å.

Computed properties:
<S²> ... 1.144
Multiplicity ... 2
HOMO energy (alpha / beta) ... -4.33 / -4.32 eV
Energy ... -4784.33005 hartree
Net charge ... -1



DFT (the ωB97M-V functional and the def2-TZVPD basis) results for C26H40BN13O2PS as an isolated structure.

```
84
Properties=species:S:1:pos:R:3:forces:R:3:mulliken_charge:R:1
S 1.4128 3.1787 -4.0062 -0.041 0.323 0.204 -0.261
P 2.5963 3.3515 -2.4999 -0.712 -0.931 -1.658 0.037
O 1.1627 4.5957 2.5734 8.493 -6.519 -2.651 -0.092
O -0.1872 0.9822 -2.2837 0.308 1.615 3.046 -0.354
N -5.4001 2.3210 -6.5187 -1.000 -0.885 -0.031 -0.508
N -2.3998 0.5885 -3.6000 -0.461 0.786 -1.135 -0.573
N -1.5498 -10.0564 2.5859 -0.270 0.236 0.898 -0.387
N -4.2683 -6.8756 5.9557 0.002 0.460 -0.876 -0.427
N 4.3207 -4.8673 1.9728 -0.297 0.249 0.856 -0.374
N -1.9332 -3.2973 2.0533 0.924 -0.520 -0.338 -0.505
N 0.8405 2.3942 -0.3379 0.923 2.505 0.925 0.727
N -0.2792 3.0670 -8.7360 -0.209 1.652 0.972 -0.409
N 3.0473 -2.2392 -0.7648 0.727 -0.295 -0.333 -0.410
N 7.5718 5.2906 6.1563 -0.771 -0.090 -0.581 -0.328
N -0.2728 5.5130 3.0280 -7.704 5.109 2.477 -0.432
N 2.7967 3.1111 3.9482 -1.283 0.869 -0.513 -0.476
N 2.0166 4.3126 0.1366 -2.403 -2.696 1.172 0.054
C -0.9532 -3.7578 1.6455 -0.142 -0.058 0.086 0.447
C 1.7452 3.3288 -0.8232 0.052 0.587 1.208 -0.110
C 2.0296 3.7677 3.3723 -0.160 1.018 -1.254 0.429
C 0.4755 2.7333 0.9994 3.051 3.911 -0.557 -0.256
C 5.2786 -3.3224 -1.6706 -0.522 0.262 0.240 -0.795
C 0.3079 -4.3486 1.1210 -0.589 0.315 0.210 -0.341
C -1.1324 6.1762 2.6090 0.327 -0.228 -0.188 0.548
C 0.2038 -0.1668 0.0233 0.878 1.057 0.527 -0.088
C 3.9996 -4.6368 3.0581 0.041 -0.023 -0.090 0.323
C -0.3882 4.0910 -8.1953 0.107 -0.840 -0.489 0.344
C -2.4478 1.1445 -4.6154 0.021 -0.089 0.061 0.484
C 1.2460 3.9559 1.2724 -1.764 -2.954 0.033 -0.285
C -1.1078 -0.2087 0.9394 0.078 -0.630 0.220 -0.952
C 3.5860 -4.3403 4.4553 0.194 -0.155 -0.628 -0.757
C -2.5094 1.8543 -5.9230 0.036 -0.430 0.632 -0.056
C -5.9864 1.3257 -6.4822 -0.070 0.126 -0.028 0.388
C -6.7401 0.0459 -6.4356 0.326 0.558 -0.021 -0.796
C -2.2785 -9.5740 5.0796 0.152 -0.182 -0.660 -0.630
C 5.4608 5.0615 4.5859 0.557 0.030 0.451 -0.518
C -1.8691 -9.8465 3.6764 0.053 -0.043 -0.079 0.312
C -4.3575 -5.6079 3.6395 0.028 -0.269 0.603 -0.621
C 6.6488 5.1905 5.4700 0.083 0.042 0.033 0.112
C -4.3073 -6.3198 4.9434 -0.032 -0.042 0.077 0.340
C -0.5272 5.4043 -7.5080 0.065 -0.618 -0.347 -0.721
C 4.0234 -2.7104 -1.1638 -0.052 -0.026 0.076 0.368
C -2.2268 7.0245 2.0645 0.540 -0.370 0.113 -0.930
B 0.2573 1.1254 -0.9608 -0.901 -3.125 -1.376 -0.178
H 4.3197 -3.6877 4.9283 -0.029 -0.049 -0.070 0.295
H -1.2324 6.0348 -8.0497 0.036 -0.093 0.005 0.304
H 4.7662 5.8801 4.7765 0.071 -0.040 0.039 0.264
H -3.0426 6.3940 1.7102 0.076 0.006 0.050 0.286
H 5.0436 -4.1724 -2.3110 -0.037 0.067 0.064 0.267
H -0.2132 2.2424 1.7281 0.744 0.179 -1.250 0.460
H -5.3912 -5.3750 3.3838 0.055 -0.048 0.064 0.280
H -3.2566 -9.0941 5.0939 0.094 -0.012 0.018 0.149
H 0.8590 -3.6008 0.5485 -0.016 -0.022 0.051 0.004
H -3.5533 2.0826 -6.1689 0.531 -0.040 0.180 -0.004
H 3.4878 2.2237 -2.5079 -0.092 0.816 0.766 0.144
H 0.9290 -4.6915 1.9485 -0.059 0.025 -0.050 0.168
H -6.2188 -0.7123 -7.0200 -0.002 0.092 0.024 0.272
H 5.8870 -3.6647 -0.8332 -0.127 0.016 0.001 0.274
H -1.9342 0.4606 0.5665 0.678 -0.861 0.285 0.304
H -0.8925 5.2535 -6.4918 0.025 -0.017 -0.068 0.245
H -1.4495 -1.2955 0.9909 0.129 1.789 -0.043 0.096
H -0.8725 0.0983 2.0113 -0.252 -0.362 -1.359 0.285
H -3.7883 -4.6800 3.7009 -0.014 -0.076 -0.008 0.187
H -1.5528 -8.9150 5.5559 -0.059 -0.027 -0.058 0.248
H -1.9441 2.7850 -5.8674 0.039 -0.115 0.075 -0.132
H 4.9562 4.1152 4.7779 0.062 0.072 0.016 0.208
H -1.1431 1.2660 -2.3485 0.820 -0.613 -0.702 0.372
H 2.6309 5.1295 0.1089 -0.174 -0.553 -0.319 0.323
H -1.8544 7.6251 1.2341 -0.018 -0.040 0.064 0.284
H -7.7389 0.1894 -6.8479 0.087 0.046 0.014 0.305
H 0.3464 -1.0866 -0.6140 -0.334 1.004 0.739 0.252
H 2.6149 -3.8448 4.4575 0.066 -0.030 -0.031 0.257
H 5.7713 5.0937 3.5411 0.049 -0.001 0.082 0.265
H 1.0900 -0.0951 0.7372 -0.903 -0.383 -0.910 0.264
H 0.0787 -5.1952 0.4737 -0.031 0.058 0.068 0.313
H 5.8432 -2.5883 -2.2455 -0.084 -0.021 0.034 0.291
H -2.0862 1.2286 -6.7096 0.065 0.019 0.112 0.328
H -3.9305 -6.2357 2.8573 -0.013 0.012 0.084 0.255
H 3.5141 -5.2670 5.0248 0.022 0.044 -0.077 0.274
H 0.4390 5.9074 -7.4675 -0.042 -0.086 -0.027 0.267
H -2.6016 7.6876 2.8440 0.073 -0.084 -0.008 0.304
H 3.3718 4.5482 -2.5924 -0.081 -0.469 0.997 0.137
H -6.8260 -0.2957 -5.4040 0.037 0.071 -0.055 0.278
H -2.3320 -10.5080 5.6392 0.028 0.037 -0.088 0.285
```
Forces are in eV/Å.

Computed properties:
HOMO energy ... -12.09 eV
Energy ... -2640.92543 hartree
Net charge ... +1



What is the energy in the first record? -4784.33005 hartree